# C18H36O36S9

A molecular structure, C18H36O36S9 at a distorted geometry (ωB97M-V with the def2-TZVPD basis set, OMol25).

Results
Multiplicity: 2
Charge: +1
E_tot: -6998.92726 hartree
<S²>: 0.7555
Kohn-Sham gap (alpha / beta): 8.34 / 2.16 eV

Last column: Löwdin spin population.
Atoms and positions in Å:
C: 1.839 -1.582 3.924  0.003
C: 2.202 -3.044 3.620  0.011
O: 1.118 -3.757 4.279  0.128
S: -0.119 -2.702 4.830  -0.007
O: 0.105 -2.519 6.226  0.044
O: -1.494 -3.011 4.464  0.007
O: 0.406 -1.488 3.937  0.001
H: 2.272 -0.824 3.271  0.000
H: 2.202 -1.309 4.914  0.001
H: 3.117 -3.368 4.116  0.002
H: 2.048 -3.257 2.562  0.006
C: -1.803 7.184 -1.250  0.000
C: -1.178 6.104 -2.258  0.000
O: -1.953 6.370 -3.439  0.000
S: -2.177 7.987 -3.762  0.000
O: -3.518 8.146 -4.367  0.000
O: -0.990 8.524 -4.524  0.000
O: -2.228 8.319 -2.057  0.000
H: -1.034 7.310 -0.487  0.000
H: -2.651 6.781 -0.696  0.000
H: -1.354 5.090 -1.900  0.000
H: -0.140 6.361 -2.471  0.000
C: 0.048 -5.857 1.897  0.144
C: -1.353 -6.406 2.242  0.028
O: -2.232 -5.349 1.902  0.034
S: -1.694 -4.400 0.610  -0.019
O: -1.888 -2.969 0.902  0.033
O: -2.201 -4.949 -0.655  0.048
O: -0.099 -5.019 0.856  0.396
H: 0.798 -6.573 1.563  0.038
H: 0.641 -5.344 2.654  0.071
H: -1.451 -6.613 3.307  0.002
H: -1.478 -7.312 1.648  0.016
C: 3.057 3.382 0.222  0.000
C: 4.145 3.945 1.086  0.000
O: 4.617 2.988 1.970  0.000
S: 3.541 1.762 2.182  0.000
O: 2.598 2.147 3.239  0.000
O: 4.262 0.508 2.391  0.000
O: 2.874 1.992 0.685  0.000
H: 3.333 3.522 -0.823  0.000
H: 2.100 3.819 0.507  0.000
H: 3.889 4.917 1.508  0.000
H: 4.947 4.245 0.412  0.000
C: -3.320 0.288 2.873  0.000
C: -4.260 1.328 3.720  0.000
O: -3.639 1.217 4.962  0.000
S: -2.641 -0.028 5.259  0.000
O: -2.991 -0.907 6.355  0.000
O: -1.283 0.525 5.363  0.000
O: -2.954 -0.742 3.720  0.000
H: -2.393 0.659 2.437  0.000
H: -3.835 -0.161 2.023  0.000
H: -5.304 1.076 3.902  0.000
H: -4.314 2.278 3.189  0.000
C: -4.045 3.284 -2.940  0.000
C: -5.384 2.673 -3.163  0.000
O: -5.995 3.560 -4.034  0.000
S: -5.702 5.120 -3.610  0.000
O: -6.525 5.616 -2.553  0.000
O: -5.289 5.790 -4.820  0.000
O: -4.297 4.679 -2.857  0.000
H: -3.260 2.919 -3.603  0.000
H: -3.747 3.015 -1.927  0.000
H: -5.931 2.561 -2.226  0.000
H: -5.274 1.728 -3.695  0.000
C: 4.465 -2.201 -3.039  0.000
C: 3.554 -1.017 -2.965  0.000
O: 3.754 -0.412 -1.735  0.000
S: 4.320 -1.285 -0.502  0.000
O: 3.278 -1.567 0.452  0.000
O: 5.580 -0.788 -0.020  0.000
O: 4.542 -2.528 -1.649  0.000
H: 5.433 -1.976 -3.488  0.000
H: 4.216 -3.145 -3.524  0.000
H: 2.525 -1.372 -2.906  0.000
H: 3.604 -0.264 -3.751  0.000
C: 3.296 -5.867 -3.455  0.000
C: 2.299 -5.133 -4.377  0.000
O: 1.564 -4.208 -3.539  0.001
S: 1.569 -4.838 -1.954  0.000
O: 0.403 -5.702 -1.812  0.011
O: 1.612 -3.702 -0.953  0.001
O: 2.928 -5.702 -2.096  0.000
H: 4.251 -5.482 -3.813  0.000
H: 3.105 -6.926 -3.633  0.000
H: 1.444 -5.758 -4.633  0.000
H: 2.669 -4.598 -5.252  0.000
C: 0.252 -0.256 1.048  0.000
C: 0.144 -0.580 -0.513  0.000
O: -0.041 0.665 -1.168  0.000
S: -0.681 1.841 -0.194  0.000
O: -2.152 1.857 -0.272  0.000
O: 0.034 3.138 -0.371  0.000
O: -0.291 1.021 1.207  0.000
H: 1.313 -0.065 1.205  0.000
H: -0.003 -1.088 1.704  0.000
H: -0.742 -1.140 -0.813  0.000
H: 1.022 -1.158 -0.800  0.000